1.
The following is a quantum chemistry calculation of a cluster of 2 separate species, C3H12NS in total, from the OMol25 dataset.

Element x y z (Å)
H  1.195  1.130  -2.441
S  -1.693  -3.813  1.287
H  0.858  -0.646  2.054
H  0.684  1.071  1.934
C  0.615  0.059  0.039
H  -1.877  -2.501  1.574
C  0.308  0.132  1.529
C  0.164  1.309  -2.153
N  0.031  1.274  -0.660
H  -0.524  0.582  -2.571
H  1.687  0.142  -0.118
H  -0.344  -3.760  1.436
H  -0.099  2.306  -2.502
H  -0.759  0.096  1.752
H  -0.961  1.339  -0.424
H  0.488  2.094  -0.257
H  0.226  -0.815  -0.477

## Properties
Lowest unoccupied orbital energy (alpha / beta) = -0.28939 / -0.49413 hartree
Expectation value of S² = 0.753
Relative energy (zero: lowest compared OMol25 entry of this formula, charge and spin) = 49.9 kJ/mol
E_HOMO (alpha / beta) = -20.666 / -20.666 eV
Net charge = +2
Spin multiplicity = 2
Orbital gap (alpha / beta) = 0.4701 / 0.2653 Eh
E_tot = -15611.20674 eV


2.
The following is a quantum chemistry calculation of a cluster of 3 separate species, C3H12O2S in total in a non-equilibrium geometry, from the OMol25 dataset.

Element x y z (Å)
O  0.715  3.377  1.057
S  -0.948  -0.632  -0.617
C  -1.418  -2.244  0.152
H  -0.799  -2.191  1.057
C  -2.897  -2.223  0.538
H  -3.413  -1.293  0.349
H  -1.142  -3.162  -0.371
H  -3.444  -2.967  -0.037
H  0.626  2.420  0.969
H  -0.674  -1.204  -2.926
H  3.519  2.871  1.562
H  1.450  3.585  1.652
C  0.033  -1.093  -2.106
O  4.390  2.814  1.129
H  -3.042  -2.413  1.589
H  0.526  -2.020  -1.872
H  4.920  2.357  1.805
H  0.773  -0.328  -2.283

## Properties
Lowest unoccupied orbital energy (alpha / beta) = 0.11585 / 0.11643 hartree
Expectation value of S² = 0.750
Relative energy (zero: lowest compared OMol25 entry of this formula, charge and spin) = 83.2 kJ/mol
E_HOMO (alpha / beta) = 0.824 / -5.802 eV
Net charge = -1
Spin multiplicity = 2
Orbital gap (alpha / beta) = 0.0856 / 0.3297 Eh
E_tot = -18234.37923 eV


3.
The following is a quantum chemistry calculation of a cluster of 3 separate species, C3H12O2S in total in a non-equilibrium geometry, from the OMol25 dataset.

Element x y z (Å)
C  -0.889  -0.589  1.102
H  0.076  -1.032  -0.723
H  4.149  0.040  0.850
H  -0.042  -0.017  1.374
H  1.220  2.173  -1.223
O  3.235  0.376  1.084
H  -2.918  1.026  -1.678
H  1.297  2.366  0.346
S  -2.284  0.481  0.657
H  -1.161  0.224  -1.605
H  0.288  -2.179  0.861
H  -1.171  -2.385  -0.223
H  2.772  0.318  0.205
O  1.826  2.163  -0.476
C  -0.351  -1.658  0.094
C  -2.224  0.402  -1.223
H  -2.602  -0.591  -1.474
H  -1.220  -1.117  2.051

## Properties
Lowest unoccupied orbital energy = 0.02042 hartree
Relative energy (zero: lowest compared OMol25 entry of this formula, charge and spin) = 142.8 kJ/mol
Structure (SMILES) = CCSC.O.O
E_HOMO = -8.482 eV
Orbital gap = 0.3321 Eh
E_tot = -18234.60243 eV


4.
The following is a quantum chemistry calculation of a cluster of 3 separate species, C3H12O2S2 in total in a non-equilibrium geometry, from the OMol25 dataset.

Element x y z (Å)
S  1.615  4.607  -0.167
H  1.295  0.894  -1.608
H  2.777  -0.482  -1.603
H  2.292  4.277  0.887
H  3.752  -0.982  -0.107
H  -5.670  -4.140  -3.004
C  1.814  1.667  -1.047
H  3.365  1.427  0.399
H  -4.134  -4.080  -2.993
H  1.912  -1.262  -0.216
H  2.036  0.965  0.957
C  2.481  0.872  0.038
H  2.687  2.242  -1.572
S  0.427  2.838  -0.550
H  -4.282  -1.383  5.155
H  -5.325  -1.252  4.148
O  -4.891  -4.807  -3.096
O  -4.987  -0.809  4.859
C  2.838  -0.592  -0.479

## Properties
Lowest unoccupied orbital energy = 0.00635 hartree
Relative energy (zero: lowest compared OMol25 entry of this formula, charge and spin) = 215.5 kJ/mol
Structure (SMILES) = CCCSS.O.O
E_HOMO = -9.063 eV
Orbital gap = 0.3394 Eh
E_tot = -29069.43676 eV


5.
The following is a quantum chemistry calculation of a cluster of 3 separate species, C3H12O2S2 in total, from the OMol25 dataset.

Element x y z (Å)
H  -2.653  1.336  -1.295
C  0.621  -1.595  0.078
H  0.485  1.906  3.077
H  1.196  -2.306  0.657
H  1.252  -0.715  -0.040
H  1.141  -2.472  -1.804
O  1.102  1.729  -0.945
S  -0.099  -0.338  2.714
C  0.239  -2.142  -1.290
H  -1.687  0.374  -0.616
S  -0.874  -1.193  1.026
H  -0.828  1.819  1.881
H  -0.218  -1.358  -1.888
C  0.118  1.390  2.197
H  0.855  1.449  1.394
H  1.359  2.376  -1.608
O  -1.713  1.130  -1.226
H  -0.450  -2.983  -1.218
H  0.152  1.592  -1.094

## Properties
Lowest unoccupied orbital energy = 0.02166 hartree
Relative energy (zero: lowest compared OMol25 entry of this formula, charge and spin) = 0.0 kJ/mol
Structure (SMILES) = CCSSC.O.O
E_HOMO = -8.920 eV
Orbital gap = 0.3494 Eh
E_tot = -29071.67074 eV


6.
The following is a quantum chemistry calculation of a structure of composition C3H12O3 in a non-equilibrium geometry, from the OMol25 dataset.

Element x y z (Å)
H  2.453  1.274  -0.619
H  1.946  0.265  1.833
H  -1.617  -1.572  0.858
C  1.799  0.472  -0.301
H  0.779  -1.178  -1.052
C  2.074  -0.335  0.931
H  0.523  0.657  -0.486
O  -0.952  -0.994  1.122
C  1.014  -0.153  -1.307
H  -1.327  2.174  0.568
H  1.366  0.064  -2.307
O  -3.311  -0.359  -0.488
H  1.371  -1.167  0.937
O  -1.354  1.332  0.105
H  3.085  -0.746  0.935
H  -2.719  0.437  -0.403
H  -1.046  -0.127  0.633
H  -4.082  -0.045  -0.957

## Properties
Lowest unoccupied orbital energy = -0.06130 hartree
Relative energy (zero: lowest compared OMol25 entry of this formula, charge and spin) = 437.2 kJ/mol
E_HOMO = -8.349 eV
Orbital gap = 0.2455 Eh
E_tot = -9443.49526 eV


7.
The following is a quantum chemistry calculation of a cluster of 3 separate species, C3H12O3 in total in a non-equilibrium geometry, from the OMol25 dataset.

Element x y z (Å)
C  0.818  0.501  0.099
H  -1.084  -1.899  4.167
H  -1.699  -3.246  4.526
O  -1.906  -2.387  4.142
H  0.523  -1.310  -1.144
H  1.679  0.783  0.705
H  0.479  0.859  -3.055
H  -1.339  0.635  0.860
O  -0.054  0.942  -3.868
H  -0.043  -1.421  0.549
H  -0.874  1.246  -3.481
C  0.720  -1.012  -0.106
C  -0.398  1.179  0.668
H  1.690  -1.521  0.029
H  -0.958  1.903  0.060
O  1.081  1.129  -1.194
H  1.997  0.951  -1.453
H  -0.085  1.610  1.619

## Properties
Lowest unoccupied orbital energy = 0.02034 hartree
Relative energy (zero: lowest compared OMol25 entry of this formula, charge and spin) = 67.0 kJ/mol
Structure (SMILES) = CC(C)O.O.O
E_HOMO = -10.710 eV
Orbital gap = 0.4139 Eh
E_tot = -9447.33179 eV


8.
The following is a quantum chemistry calculation of a cluster of 3 separate species, C3H12O3 in total, from the OMol25 dataset.

Element x y z (Å)
H  1.913  3.024  1.960
H  0.091  -0.162  1.488
H  0.380  -1.511  0.427
H  -3.276  -2.177  -2.431
H  3.643  1.738  2.089
H  -2.254  -0.240  -3.966
H  2.587  0.326  2.174
H  -1.502  -2.162  -2.209
C  -0.246  -0.628  0.556
C  2.722  1.349  2.524
H  -1.296  -0.911  0.661
O  -2.186  -1.193  -3.890
O  -0.046  0.246  -0.543
C  -2.366  -1.580  -2.522
H  -0.099  1.145  -0.207
O  1.599  2.135  2.139
H  -2.470  -0.717  -1.863
H  2.805  1.317  3.613

## Properties
Lowest unoccupied orbital energy = 0.02467 hartree
Relative energy (zero: lowest compared OMol25 entry of this formula, charge and spin) = 146.0 kJ/mol
Structure (SMILES) = CO.CO.CO
E_HOMO = -10.098 eV
Orbital gap = 0.3958 Eh
E_tot = -9446.51362 eV


9.
The following is a quantum chemistry calculation of a cluster of 3 separate species, C3H12O3S in total in a non-equilibrium geometry, from the OMol25 dataset.

Element x y z (Å)
C  -1.623  -0.133  -0.048
C  -0.835  -1.359  0.233
O  2.998  2.428  -1.124
H  -0.184  -1.014  1.015
H  -0.509  -2.199  -2.760
H  3.847  2.918  -0.995
C  0.001  -1.775  -0.959
O  1.473  0.901  2.651
O  -0.995  -2.050  -1.921
H  1.269  1.808  2.907
H  -2.979  1.745  0.526
S  -3.021  0.451  1.026
H  -0.866  0.658  0.070
H  2.473  3.055  -1.641
H  0.880  0.501  3.311
H  0.750  -0.928  -1.112
H  -1.395  -2.075  0.862
H  0.490  -2.788  -0.832
H  -1.773  -0.144  -1.210

## Properties
Lowest unoccupied orbital energy = 0.02207 hartree
Relative energy (zero: lowest compared OMol25 entry of this formula, charge and spin) = 167.7 kJ/mol
Structure (SMILES) = OCCCS.O.O
E_HOMO = -8.721 eV
Orbital gap = 0.3426 Eh
E_tot = -20281.64588 eV


10.
The following is a quantum chemistry calculation of a cluster of 3 separate species, C3H12O4 in total in a non-equilibrium geometry, from the OMol25 dataset.

Element x y z (Å)
H  -0.610  -0.205  0.497
H  0.609  1.764  -0.925
H  0.613  -1.447  2.072
H  0.495  3.036  1.763
C  0.064  -0.972  0.120
H  2.051  1.235  -1.822
H  1.738  -0.058  0.445
C  1.286  -0.245  -0.531
H  -3.433  -0.540  1.635
H  -2.445  -1.277  0.795
H  -0.214  -1.824  -0.494
O  0.491  0.649  -2.712
H  1.925  -0.991  -0.989
H  -0.461  0.599  -2.689
H  -0.124  1.673  2.434
O  -3.365  -0.985  0.770
C  1.073  0.923  -1.439
O  0.450  2.093  1.793
O  0.585  -1.793  1.183

## Properties
Lowest unoccupied orbital energy = 0.00400 hartree
Relative energy (zero: lowest compared OMol25 entry of this formula, charge and spin) = 168.5 kJ/mol
Structure (SMILES) = OCCCO.O.O
E_HOMO = -10.018 eV
Orbital gap = 0.3721 Eh
E_tot = -11494.01598 eV


11.
The following is a quantum chemistry calculation of a cluster of 4 separate species, C3H12O4 in total in a non-equilibrium geometry, from the OMol25 dataset.

Element x y z (Å)
H  2.003  5.189  0.818
O  3.079  -2.589  -1.359
H  -2.734  -1.440  0.157
H  -0.760  3.387  2.780
O  1.715  4.456  0.440
H  -1.483  0.800  0.642
C  -1.672  -2.711  -1.444
O  0.209  3.508  2.614
H  3.346  -3.474  -1.223
C  -0.711  -0.788  -0.195
H  -1.142  -3.472  -0.975
H  1.136  4.113  1.121
O  -0.680  0.301  0.714
H  0.668  3.304  3.396
H  -2.668  -3.046  -1.913
C  -1.806  -1.493  -0.494
H  -1.226  -2.417  -2.420
H  2.452  -2.413  -2.130
H  0.274  -1.214  -0.529

## Properties
Lowest unoccupied orbital energy = 0.01799 hartree
Relative energy (zero: lowest compared OMol25 entry of this formula, charge and spin) = 214.5 kJ/mol
Structure (SMILES) = C/C=C/O.O.O.O
E_HOMO = -8.889 eV
Orbital gap = 0.3446 Eh
E_tot = -11493.53920 eV


12.
The following is a quantum chemistry calculation of a cluster of 4 separate species, C3H12O4S in total in a non-equilibrium geometry, from the OMol25 dataset.

Element x y z (Å)
H  -1.201  2.995  -0.935
H  -0.842  0.771  -1.854
H  3.193  0.404  -0.074
H  0.406  0.351  -2.654
O  2.444  -0.538  -1.676
O  -1.142  2.079  -0.643
H  0.899  -2.566  -0.607
C  2.408  -0.240  -0.511
H  -0.220  -1.197  -0.896
O  -0.534  0.172  -2.559
H  -3.006  1.418  2.234
O  -2.406  2.137  2.447
S  -0.644  -2.394  1.180
C  0.393  -1.729  -0.186
H  -1.557  2.096  0.232
H  0.803  0.046  0.921
H  1.991  -1.231  1.227
H  -0.624  -3.670  0.816
C  1.379  -0.756  0.457
H  -1.741  1.853  3.080

## Properties
Lowest unoccupied orbital energy = 0.00928 hartree
Relative energy (zero: lowest compared OMol25 entry of this formula, charge and spin) = 8.3 kJ/mol
Structure (SMILES) = O=CCCS.O.O.O
E_HOMO = -9.037 eV
Orbital gap = 0.3414 Eh
E_tot = -22330.52304 eV